42
Properties=species:S:1:pos:R:3:mulliken_charge:R:1 method="wB97M-V/def2-TZVPD" multiplicity=1 orbital_gap_ha=0.2381 lumo_ev=2.197 homo_energy_ev=-4.28 total_charge=-1
N 2.25 -0.45 0.95 -0.4337
B 1.48 0.75 0.56 0.1660
O 2.24 1.81 0.02 -0.5007
Nb -0.85 1.05 0.83 -0.5777
C -3.02 1.53 1.44 -0.7477
O -3.95 1.49 0.32 -0.2699
C -5.26 1.44 0.61 0.4008
C -5.83 1.93 1.78 -0.2120
C -7.20 1.84 2.00 -0.4647
C -8.04 1.26 1.06 -0.5727
C -7.47 0.79 -0.12 -0.2801
C -6.11 0.87 -0.34 -0.5055
H 1.81 -1.31 0.64 0.1806
H 2.44 -0.49 1.94 0.2186
H 2.67 2.26 0.75 0.2761
H -1.08 1.53 -0.93 -0.0734
H -0.36 2.76 1.35 -0.0576
H -0.56 0.59 2.61 -0.0791
H -1.13 -0.75 0.51 -0.1084
H -3.05 2.53 1.87 0.3325
H -3.33 0.84 2.22 0.4680
H -5.24 2.40 2.54 0.3567
H -7.61 2.22 2.92 0.3444
H -9.10 1.18 1.25 0.3625
H -8.11 0.34 -0.87 0.3395
H -5.71 0.49 -1.27 0.3998
C 5.80 -2.99 1.08 0.5370
O 5.99 -2.91 2.28 -0.6708
N 6.54 -3.85 0.29 -0.3590
N 4.87 -2.26 0.41 -0.1727
H 6.40 -3.94 -0.69 0.1664
H 7.23 -4.41 0.75 0.2056
H 4.30 -1.62 0.94 0.1643
H 4.72 -2.34 -0.58 0.1604
C 4.08 -0.99 -3.40 0.6463
O 3.62 -1.98 -2.86 -0.6480
N 4.17 0.22 -2.78 -0.3241
N 4.57 -1.03 -4.68 -0.3972
H 4.56 1.03 -3.21 0.1488
H 3.81 0.29 -1.84 0.2072
H 4.51 -1.90 -5.17 0.2236
H 4.95 -0.23 -5.15 0.1502

45
Properties=species:S:1:pos:R:3:mulliken_spin:R:1 method="wB97M-V/def2-TZVPD" relative_energy_kcal_mol=10.5 multiplicity=2 orbital_gap_ha="0.2822 / 0.3083" lumo_ev="-1.008 / -0.450" homo_energy_ev="-8.69 / -8.84" total_charge=0
Cr 0.67 -1.24 -0.52 1.0217
N 0.68 -2.84 -1.94 -0.0110
N 1.60 -2.44 -2.95 -0.0006
C 2.65 -1.60 -2.51 -0.0003
O 3.64 -1.52 -3.19 0.0004
O 2.38 -0.96 -1.40 -0.0112
H 1.02 -3.62 -1.40 -0.0001
H -0.20 -3.09 -2.37 0.0033
H 1.92 -3.18 -3.56 -0.0006
N -1.70 1.93 -1.00 0.0005
C -1.00 1.64 0.25 -0.0093
C 0.39 2.27 0.21 -0.0036
C 1.25 1.65 1.30 -0.0024
N 1.54 0.24 0.89 -0.0098
C 0.56 1.80 2.67 0.0024
C -0.91 1.39 2.73 -0.0023
N -1.00 -0.06 2.65 0.0021
C -1.68 2.03 1.57 0.0006
H -0.65 0.93 -1.61 0.0006
H -1.78 2.93 -1.17 0.0002
H -2.64 1.55 -0.98 0.0003
H -0.88 0.57 0.29 0.0032
H 0.32 3.35 0.34 0.0004
H 0.87 2.08 -0.76 0.0000
H 2.19 2.18 1.37 0.0003
H 1.64 -0.35 1.71 0.0031
H 2.43 0.23 0.41 -0.0012
H 0.63 2.86 2.93 0.0002
H 1.13 1.25 3.43 -0.0002
H -1.32 1.77 3.67 0.0001
H -1.96 -0.38 2.63 0.0002
H -0.55 -0.51 3.44 0.0003
H -1.69 3.12 1.69 0.0003
H -2.71 1.68 1.58 -0.0002
S -3.84 -2.23 0.01 0.0371
C -2.29 -1.83 -0.07 0.0429
N -1.16 -1.53 -0.14 -0.0432
O 1.93 -3.50 2.38 0.0003
N 1.68 -2.45 1.90 0.0018
O 1.30 -2.59 0.63 -0.0179
C -0.93 -0.34 -3.07 0.0007
O -0.13 0.18 -1.99 -0.0082
H -1.27 0.49 -3.70 0.0000
H -1.80 -0.88 -2.69 -0.0012
H -0.30 -0.99 -3.66 0.0000

39
Properties=species:S:1:pos:R:3:mulliken_spin:R:1 method="wB97M-V/def2-TZVPD" relative_energy_kcal_mol=0.9 multiplicity=2 orbital_gap_ha="0.3121 / 0.2256" lumo_ev="0.323 / -0.882" homo_energy_ev="-8.17 / -7.02" total_charge=0
Cu -0.84 -0.14 -0.94 0.1985
C -2.46 0.03 -2.51 -0.0592
O -2.90 -0.80 -1.63 0.2527
O -1.48 -0.33 -3.28 0.1526
O -2.27 1.27 -2.03 0.4466
C 1.25 -2.98 1.77 -0.0005
C 0.86 -1.91 0.75 -0.0017
C 1.47 -2.21 -0.60 0.0011
O 1.02 -1.28 -1.56 0.0002
C 1.66 -1.45 -2.82 0.0004
N -0.63 -1.70 0.69 0.0044
H 2.33 -3.03 1.90 0.0000
H 0.86 -3.96 1.50 0.0000
H 0.84 -2.69 2.74 0.0000
H 1.27 -0.97 1.11 -0.0004
H 1.21 -3.23 -0.95 0.0001
H 2.56 -2.15 -0.48 0.0001
H 1.32 -2.38 -3.29 -0.0004
H 2.75 -1.48 -2.69 0.0001
H 1.39 -0.59 -3.42 -0.0005
H -0.86 -1.70 1.68 0.0007
H -1.01 -2.63 0.45 -0.0005
C 1.26 3.35 1.00 -0.0001
C 0.49 2.04 0.91 0.0013
C -1.00 2.30 1.01 -0.0037
O -1.68 1.08 0.83 0.0019
C -3.06 1.18 1.15 0.0019
N 0.80 1.35 -0.36 0.0067
H 2.34 3.18 1.10 0.0000
H 1.00 3.99 1.85 0.0001
H 1.12 3.96 0.10 0.0003
H 0.80 1.37 1.73 -0.0001
H -1.29 3.02 0.24 0.0004
H -1.22 2.68 2.02 0.0001
H -3.43 0.18 1.39 0.0010
H -3.59 1.49 0.24 -0.0023
H -3.24 1.87 1.98 -0.0003
H 0.55 1.96 -1.14 -0.0018
H 1.82 1.31 -0.43 0.0003

42
Properties=species:S:1:pos:R:3:mulliken_charge:R:1 method="wB97M-V/def2-TZVPD" relative_energy_kcal_mol=29.6 multiplicity=1 orbital_gap_ha=0.3707 lumo_ev=0.469 smiles="CC[C@@H](F)N(N)S(=O)(=O)F.CNC(C)=O.CNC(C)=O" homo_energy_ev=-9.62 total_charge=0
C 3.14 0.68 0.17 -1.0761
C 2.28 -0.19 -0.84 -0.6463
C 0.75 0.18 -0.92 0.0160
F 0.04 -0.88 -0.32 -0.3324
N 0.38 1.45 -0.23 0.4225
N -1.01 1.56 -0.26 -0.6106
S 0.92 2.85 -1.18 1.1400
O 1.75 3.69 -0.26 -0.5803
O -0.26 3.63 -1.64 -0.5620
F 1.90 2.37 -2.42 -0.2343
H 4.00 0.05 0.49 0.3757
H 3.60 1.52 -0.43 0.2795
H 2.56 1.12 1.02 0.2415
H 2.35 -1.26 -0.48 0.4199
H 2.80 -0.19 -1.83 0.3044
H 0.45 0.22 -2.01 0.4004
H -1.41 1.34 0.65 0.2361
H -1.42 1.01 -1.01 0.2131
C -1.56 2.14 6.33 -0.8345
N -1.18 1.16 5.33 -0.1972
C -1.00 1.36 4.00 0.7888
C -1.23 2.75 3.46 -0.9251
O -0.68 0.43 3.27 -0.6427
H -0.77 2.19 7.09 0.2786
H -2.48 1.80 6.81 0.2803
H -1.71 3.12 5.91 0.3302
H -1.01 0.21 5.62 0.2387
H -1.06 2.76 2.39 -0.0272
H -2.26 3.06 3.65 0.3542
H -0.54 3.45 3.93 0.3543
C -1.26 -4.16 -5.16 -0.8468
N -0.28 -3.18 -4.72 -0.1717
C 0.11 -2.91 -3.44 0.7637
C -0.52 -3.71 -2.33 -1.2740
O 0.95 -2.05 -3.23 -0.6177
H -0.77 -4.86 -5.84 0.2849
H -2.05 -3.64 -5.70 0.2845
H -1.69 -4.71 -4.33 0.3261
H 0.18 -2.61 -5.41 0.2459
H -0.11 -3.39 -1.38 0.2139
H -1.60 -3.55 -2.32 0.3611
H -0.30 -4.77 -2.46 0.4246

39
Properties=species:S:1:pos:R:3:mulliken_charge:R:1 method="wB97M-V/def2-TZVPD" multiplicity=1 orbital_gap_ha=0.2905 lumo_ev=-0.944 homo_energy_ev=-8.85 total_charge=0
C -1.69 -1.30 -1.21 -1.1982
C -2.42 -0.04 -0.73 -0.5653
C -1.93 0.51 0.62 0.9405
C -1.86 -0.55 1.71 -1.7752
N -0.58 1.10 0.41 -0.1200
C -0.53 2.46 0.08 0.4282
O 0.11 2.92 -0.82 -0.5312
O -1.23 3.31 0.93 -0.5308
I -2.89 4.07 0.13 0.2433
H -1.84 -2.15 -0.55 0.2395
H -0.61 -1.10 -1.26 0.2516
H -2.02 -1.59 -2.21 0.4328
H -2.25 0.74 -1.49 0.3063
H -3.50 -0.21 -0.70 0.4168
H -2.65 1.27 0.94 -0.0340
H -1.10 -1.29 1.47 0.4100
H -2.83 -1.04 1.83 0.3653
H -1.56 -0.09 2.66 0.4719
H 0.05 0.87 1.17 0.3023
C 2.74 2.01 4.31 -0.9819
S 0.96 1.79 4.35 0.4031
O 0.63 0.86 3.24 -0.5895
C 0.55 3.44 3.77 -0.8422
H 3.20 1.06 4.59 0.3266
H 3.05 2.28 3.29 0.3006
H 3.03 2.78 5.02 0.3890
H 1.00 3.58 2.79 0.2532
H 0.94 4.17 4.48 0.4337
H -0.53 3.53 3.69 0.2472
C 2.35 -2.40 -3.67 -0.9495
S 0.68 -2.82 -4.15 0.5517
O -0.01 -3.31 -2.93 -0.5837
C 1.12 -4.27 -5.12 -0.9909
H 2.29 -1.53 -3.01 0.3114
H 2.80 -3.24 -3.13 0.3032
H 2.94 -2.15 -4.55 0.3705
H 1.65 -4.98 -4.49 0.3021
H 1.74 -3.97 -5.97 0.3713
H 0.20 -4.72 -5.48 0.3205

36
Properties=species:S:1:pos:R:3:mulliken_charge:R:1 method="wB97M-V/def2-TZVPD" relative_energy_kcal_mol=0.0 multiplicity=1 orbital_gap_ha=0.4026 lumo_ev=-2.871 smiles=CC(C)CC[C@H]1C[N@H+](P(N)O)CCO1 homo_energy_ev=-13.83 total_charge=+1
C 3.66 0.25 1.28 -1.4482
C 3.12 0.18 -0.16 1.0127
C 3.44 1.45 -0.94 -1.7189
C 1.61 -0.08 -0.19 -1.0332
C 1.22 -1.45 0.36 -1.1891
C -0.27 -1.73 0.32 0.4352
C -1.12 -0.65 1.04 -1.4496
N -1.90 0.23 0.09 0.0953
P -2.88 1.46 1.15 0.2103
N -2.67 2.68 0.01 -0.4877
O -4.38 0.90 1.01 -0.4754
C -2.63 -0.52 -1.00 -0.4109
C -2.06 -1.92 -1.14 -0.6561
O -0.66 -1.82 -1.05 -0.4432
H 4.11 1.22 1.49 0.4266
H 2.88 0.10 2.03 0.3293
H 4.43 -0.50 1.47 0.2640
H 3.60 -0.66 -0.67 0.3984
H 3.28 1.32 -2.01 0.3987
H 4.48 1.75 -0.79 0.4631
H 2.82 2.28 -0.60 0.3586
H 1.14 0.74 0.38 0.2096
H 1.27 -0.02 -1.23 0.3956
H 1.57 -1.59 1.38 0.3997
H 1.70 -2.22 -0.25 0.4368
H -0.49 -2.68 0.80 0.4184
H -1.82 -1.06 1.76 0.5124
H -0.46 0.04 1.58 0.6322
H -1.20 0.81 -0.38 0.5983
H -3.18 3.54 0.24 0.3066
H -2.81 2.48 -0.97 0.2359
H -4.82 0.92 0.15 0.3773
H -2.46 0.03 -1.92 0.3547
H -3.70 -0.55 -0.78 0.2895
H -2.45 -2.60 -0.36 0.3648
H -2.34 -2.33 -2.11 0.3884

34
Properties=species:S:1:pos:R:3:mulliken_charge:R:1 method="wB97M-V/def2-TZVPD" relative_energy_kcal_mol=0.0 multiplicity=1 orbital_gap_ha=0.4189 lumo_ev=-2.495 homo_energy_ev=-13.89 total_charge=+1
C 0.68 -1.75 2.39 -1.5279
C 0.38 -0.69 1.33 0.9670
C 0.19 -1.33 -0.05 -1.4123
C -0.79 0.22 1.79 -0.8269
P -2.37 0.03 0.97 0.0115
C -3.24 -1.50 1.41 -0.3855
N -4.07 -1.91 0.30 -0.6212
H 1.23 -1.33 3.23 0.4178
H -0.24 -2.19 2.79 0.2998
H 1.27 -2.56 1.96 0.4019
H 1.24 -0.02 1.26 0.1539
H 1.16 -1.67 -0.43 0.4392
H -0.20 -0.64 -0.80 0.1788
H -0.45 -2.22 0.00 0.3152
H -1.03 0.02 2.84 0.4496
H -0.53 1.28 1.72 0.5172
H -2.26 0.04 -0.42 0.1458
H -3.16 1.14 1.29 0.1834
H -2.47 -2.21 1.74 0.3824
H -3.86 -1.26 2.28 0.4077
H -3.53 -2.05 -0.54 0.2436
H -4.52 -2.79 0.50 0.2675
C 1.71 1.05 -3.10 -0.9763
C 2.51 2.31 -2.79 -0.4500
C 2.90 2.42 -1.31 -0.4683
C 1.73 2.48 -0.44 0.2659
N 0.81 2.52 0.24 -0.4528
H 0.76 1.05 -2.56 0.1827
H 1.49 0.99 -4.16 0.3666
H 2.27 0.15 -2.82 0.2876
H 1.95 3.20 -3.08 0.3107
H 3.44 2.32 -3.38 0.3171
H 3.49 3.32 -1.13 0.3194
H 3.51 1.57 -1.01 0.2887

38
Properties=species:S:1:pos:R:3:mulliken_charge:R:1 method="wB97M-V/def2-TZVPD" multiplicity=1 orbital_gap_ha=0.0502 lumo_ev=-0.424 homo_energy_ev=-1.79 total_charge=-1
C -0.78 1.43 2.64 -1.1212
C -0.46 0.71 1.16 0.0600
C 0.95 -0.11 1.34 -0.6462
C 1.06 -1.46 0.38 -0.3813
C 2.15 -1.34 -0.83 -0.8074
C 1.76 -0.16 -1.95 -0.2754
C 1.27 -0.78 -3.38 -0.5796
C -0.30 -0.58 -3.78 -0.4568
C -1.32 -0.23 -2.56 -0.3790
N -2.78 -0.54 -2.83 0.1279
S -3.02 -2.27 -2.58 -0.2398
H -1.79 2.03 2.64 0.3032
H -0.83 0.55 3.43 0.2741
H 0.08 2.15 2.99 0.2580
H -0.41 1.48 0.28 0.1139
H -1.32 -0.07 1.00 0.1112
H 1.91 0.58 1.20 0.2418
H 0.99 -0.47 2.48 0.3840
H -0.01 -1.86 0.04 0.1030
H 1.47 -2.32 1.11 0.3483
H 3.19 -1.03 -0.32 0.3116
H 2.33 -2.36 -1.41 0.3003
H 1.08 0.67 -1.49 0.0510
H 2.81 0.37 -2.18 0.3769
H 1.57 -1.93 -3.40 0.2975
H 1.92 -0.28 -4.24 0.2702
H -0.39 0.22 -4.65 0.3029
H -0.67 -1.61 -4.25 0.2042
H -1.00 -0.83 -1.61 -0.2690
H -1.15 0.92 -2.28 0.2607
H -3.34 -0.06 -2.07 0.4492
H -3.15 -0.18 -3.74 0.4021
H -1.85 -2.81 -1.97 0.2122
O 0.06 2.47 7.64 -0.7042
S 0.00 2.43 6.17 1.2297
O -1.09 1.53 5.74 -0.7084
O 1.29 1.94 5.63 -0.7287
O -0.25 3.79 5.66 -0.6969

38
Properties=species:S:1:pos:R:3:mulliken_charge:R:1 method="wB97M-V/def2-TZVPD" multiplicity=1 orbital_gap_ha=0.4261 lumo_ev=0.862 smiles="CCOC(=O)OC.CCOC(=O)OC.C[SiH3]" homo_energy_ev=-10.73 total_charge=0
C -3.48 3.57 -0.50 -1.0920
C -3.54 2.36 0.40 -0.0443
O -3.93 1.17 -0.32 -0.3978
C -2.97 0.58 -1.02 0.8206
O -1.81 0.93 -1.08 -0.5848
O -3.48 -0.48 -1.63 -0.3673
C -2.53 -1.24 -2.40 -0.1862
H -4.44 3.71 -1.00 0.2972
H -3.27 4.45 0.10 0.3665
H -2.70 3.45 -1.25 0.2958
H -4.31 2.46 1.16 0.3053
H -2.58 2.17 0.89 0.1751
H -1.65 -1.47 -1.80 -0.1697
H -2.23 -0.69 -3.28 0.3105
H -3.05 -2.15 -2.68 0.2510
C 0.12 -0.85 1.11 -0.5515
C 0.79 0.48 0.91 -0.0866
O 1.28 1.02 2.16 -0.3547
C 2.43 0.52 2.59 0.7764
O 3.11 -0.30 2.03 -0.5687
O 2.71 1.07 3.77 -0.3462
C 3.94 0.62 4.36 -0.6266
H -0.70 -0.77 1.82 0.3031
H -0.30 -1.18 0.15 -0.2408
H 0.83 -1.60 1.45 0.3810
H 0.09 1.23 0.54 0.2123
H 1.63 0.41 0.22 0.2843
H 4.77 0.78 3.67 0.2969
H 3.88 -0.45 4.60 0.2901
H 4.06 1.20 5.26 0.2147
C 3.16 -2.66 -2.49 -1.0137
Si 1.29 -2.60 -2.55 0.5621
H 3.56 -3.00 -3.44 0.3073
H 3.52 -3.32 -1.71 0.3210
H 3.57 -1.66 -2.29 0.3141
H 0.79 -3.29 -3.76 -0.1948
H 0.66 -3.26 -1.38 -0.1255
H 0.81 -1.20 -2.62 -0.1342

43
Properties=species:S:1:pos:R:3:mulliken_charge:R:1 method="wB97M-V/def2-TZVPD" multiplicity=1 orbital_gap_ha=0.2172 lumo_ev=-1.728 smiles="CN(C)P(=O)(N(C)C)N(C)C.C=CCN(F)S(=O)(=O)F" homo_energy_ev=-7.64 total_charge=0
C 3.09 2.23 2.27 -1.1395
N 2.19 1.16 2.66 0.1688
C 2.62 0.53 3.90 -1.1969
P 0.76 0.57 1.97 0.9182
O -0.09 1.18 3.10 -0.8048
N 0.08 1.66 0.81 0.2409
C 0.75 2.81 0.23 -1.3151
C -1.32 2.05 1.06 -1.0450
N 1.75 -0.13 0.66 0.0626
C 3.18 -0.36 0.61 -0.9617
C 1.13 -0.40 -0.64 -1.0065
H 4.11 1.85 2.20 0.4544
H 3.08 3.04 3.01 0.3345
H 2.89 2.67 1.30 0.3288
H 2.94 -0.49 3.72 0.3421
H 1.81 0.51 4.64 0.3227
H 3.46 1.06 4.37 0.3887
H 0.94 3.59 0.96 0.3692
H 0.15 3.25 -0.58 0.4239
H 1.68 2.52 -0.27 0.3187
H -1.39 2.84 1.81 0.3259
H -1.92 1.19 1.38 0.3100
H -1.80 2.42 0.14 0.3142
H 3.71 0.50 0.19 0.3207
H 3.42 -1.22 -0.04 0.3458
H 3.61 -0.62 1.58 0.2554
H 1.33 0.42 -1.34 0.2477
H 0.04 -0.53 -0.55 0.2218
H 1.50 -1.32 -1.09 0.4523
C -5.37 -1.51 -2.96 -0.5667
C -4.33 -1.76 -1.92 -0.1446
C -3.30 -3.03 -1.85 -0.4324
N -2.63 -3.39 -3.16 0.0566
F -2.00 -4.59 -2.89 -0.1517
S -1.32 -2.31 -3.57 1.0914
O 0.09 -2.95 -3.28 -0.5106
O -1.34 -0.94 -2.83 -0.4396
F -1.28 -1.95 -5.29 -0.3083
H -6.44 -2.02 -2.98 0.2594
H -5.11 -0.69 -3.78 0.2207
H -4.29 -0.97 -1.03 0.2699
H -2.43 -2.90 -1.04 0.3186
H -3.94 -3.97 -1.51 0.3393

50
Properties=species:S:1:pos:R:3:mulliken_charge:R:1 method="wB97M-V/def2-TZVPD" relative_energy_kcal_mol=159.1 multiplicity=1 orbital_gap_ha=0.1661 lumo_ev=-0.248 homo_energy_ev=-4.77 total_charge=-1
F 2.20 2.08 -0.52 -0.2831
C 2.42 1.40 0.81 0.6242
F 3.06 2.48 1.66 -0.3226
C 1.00 1.07 1.60 -0.1287
C -0.08 2.33 1.47 -1.0440
Nb -1.71 1.89 -0.13 -0.7092
C -2.98 0.69 1.34 -1.0206
C -3.00 -0.93 1.09 -0.2712
C -3.06 -1.38 -0.49 -0.4135
S -4.54 -0.65 -1.43 -0.2567
C 3.50 0.18 0.78 0.7067
F 4.69 0.68 0.01 -0.2728
F 4.00 -0.07 2.18 -0.2548
S 2.97 -1.42 0.02 1.1111
F 2.01 -1.91 1.34 -0.2731
F 4.39 -2.16 0.73 -0.3506
F 3.99 -1.09 -1.37 -0.3390
F 1.67 -0.77 -0.87 -0.2666
F 2.63 -2.94 -0.72 -0.2969
H 1.18 0.87 2.76 0.3537
H 0.44 0.11 1.20 0.1595
H -0.54 2.58 2.52 0.2083
H 0.52 3.29 1.08 0.3692
H -0.75 0.46 -0.67 0.0865
H -2.92 1.74 -1.48 0.1343
H -2.60 3.40 0.44 -0.0102
H -0.71 2.93 -1.26 -0.0047
H -2.52 0.87 2.42 0.2990
H -4.06 1.17 1.37 0.3984
H -4.01 -1.33 1.59 0.2542
H -2.13 -1.51 1.65 0.2251
H -3.26 -2.56 -0.48 0.2753
H -2.05 -1.24 -1.08 0.1534
H -4.88 0.61 -0.92 0.1629
C 8.44 -4.11 0.45 0.5739
O 9.18 -5.05 0.66 -0.6705
N 7.14 -4.12 0.80 -0.3000
N 8.85 -2.98 -0.15 -0.3435
H 6.51 -3.35 0.63 0.1921
H 6.78 -4.95 1.25 0.1792
H 9.82 -2.93 -0.43 0.2057
H 8.25 -2.19 -0.33 0.1681
C -7.01 2.26 -2.26 0.5673
O -5.88 2.04 -1.82 -0.5208
N -7.83 1.27 -2.65 -0.3560
N -7.51 3.50 -2.38 -0.4373
H -8.76 1.43 -3.01 0.1614
H -7.49 0.32 -2.57 0.1996
H -6.92 4.27 -2.09 0.2353
H -8.43 3.69 -2.73 0.1420

40
Properties=species:S:1:pos:R:3:mulliken_spin:R:1 method="wB97M-V/def2-TZVPD" relative_energy_kcal_mol=0.0 multiplicity=4 orbital_gap_ha="0.1373 / 0.3384" lumo_ev="0.470 / 0.376" homo_energy_ev="-3.27 / -8.83" total_charge=0
Ti 14.14 -3.72 -0.30 3.2351
O 12.14 -0.71 2.00 -0.0093
C 12.80 -1.59 1.17 0.0215
O 12.92 -1.22 -0.03 -0.0132
O 13.24 -2.67 1.62 -0.0086
H 11.88 -0.11 1.28 0.0010
C 15.60 -8.11 0.00 0.0209
C 14.79 -6.88 -0.44 -0.0487
C 13.28 -7.07 -0.48 -0.0520
O 12.76 -5.85 -0.98 -0.0885
C 11.40 -5.67 -0.61 0.0457
N 15.11 -5.81 0.56 -0.3246
H 15.49 -8.86 -0.80 -0.0032
H 15.27 -8.58 0.92 0.0082
H 16.66 -7.84 0.01 -0.0125
H 15.13 -6.59 -1.43 0.1266
H 12.90 -7.39 0.50 -0.0072
H 13.09 -7.89 -1.17 -0.0092
H 11.28 -5.74 0.48 0.0015
H 10.83 -6.49 -1.05 0.0051
H 11.02 -4.69 -0.89 -0.0069
H 14.76 -6.12 1.47 0.0418
H 16.11 -5.75 0.69 0.1086
C 17.14 -0.60 -1.11 0.0073
C 15.91 -1.50 -1.16 -0.0367
C 15.47 -2.02 -2.52 -0.0156
O 14.31 -2.81 -2.36 -0.1396
C 14.12 -3.89 -3.27 0.0577
N 16.19 -2.66 -0.29 -0.1060
H 17.98 -0.99 -1.69 -0.0016
H 17.51 -0.41 -0.10 0.0042
H 16.94 0.38 -1.55 0.0005
H 15.12 -0.91 -0.69 -0.0203
H 16.24 -2.59 -3.06 0.0583
H 15.29 -1.18 -3.20 0.0103
H 13.24 -4.45 -2.99 -0.0409
H 14.94 -4.61 -3.15 0.0801
H 14.06 -3.56 -4.31 -0.0013
H 16.42 -2.45 0.67 0.0526
H 17.04 -3.10 -0.62 0.0587

no.,calculated total energy (eV)
1,-27554.073
2,-69614.231
3,-67543.949
4,-40108.340
5,-49138.587
6,-26048.528
7,-21952.065
8,-41031.334
9,-29852.480
10,-47354.307
11,-67428.165
12,-46037.113